No. 1
ORCA calculation (ωB97M-V with the def2-TZVPD basis set) on a structure of composition C12H18F6MgN6P.

XYZ file:
```
44
Properties=species:S:1:pos:R:3:forces:R:3
Mg 0.873 1.512 -0.979 0.4 -1.2 1.0
P -1.392 -0.070 1.032 -0.2 -0.6 1.0
F -2.631 -0.219 1.998 0.2 0.0 0.0
F -1.227 1.504 1.334 -0.1 0.5 -0.1
F -0.326 -0.367 2.199 0.0 0.1 -0.2
F -0.065 0.142 -0.047 0.6 0.1 -0.3
F -1.343 -1.618 0.631 -0.2 0.1 0.0
F -2.316 0.246 -0.220 -0.2 0.2 -0.4
C 2.502 3.620 2.868 0.0 0.1 -0.3
C 1.998 3.055 1.628 0.0 0.0 0.3
N 1.606 2.599 0.658 -0.3 0.1 -0.7
H 2.602 4.697 2.732 0.1 0.0 0.1
H 3.469 3.166 3.074 0.0 0.1 0.1
H 1.804 3.427 3.678 0.0 -0.1 0.0
C -1.829 -2.904 -2.105 0.0 -0.4 0.1
C -0.409 -2.585 -2.098 -0.4 0.2 0.1
N 0.691 -2.287 -1.982 0.4 0.0 -0.3
H -2.435 -2.078 -2.466 0.1 0.2 0.1
H -2.096 -3.141 -1.072 -0.2 0.1 -0.1
H -2.037 -3.771 -2.728 0.1 0.0 0.0
C 0.532 0.519 -5.402 -0.3 -0.2 -0.7
C 0.405 0.686 -3.979 -0.1 0.0 0.2
N 0.258 0.844 -2.855 0.4 0.7 0.0
H 0.824 -0.496 -5.666 0.0 -0.1 0.2
H 1.260 1.203 -5.834 0.0 0.1 0.2
H -0.439 0.727 -5.858 0.1 0.0 0.0
C -0.728 -4.192 2.133 0.4 0.3 0.3
C -2.012 -4.495 1.549 -0.1 -0.2 0.1
N -3.017 -4.761 1.071 -0.3 0.0 -0.3
H -0.756 -3.219 2.621 0.0 0.1 -0.1
H 0.010 -4.162 1.334 0.1 0.0 0.1
H -0.438 -4.927 2.880 -0.1 -0.2 -0.1
C -2.642 3.782 3.377 0.0 1.0 0.3
C -2.334 5.220 3.461 0.3 -0.3 0.2
N -2.081 6.338 3.523 0.0 0.0 -0.1
H -3.566 3.639 3.935 -0.2 -0.3 -0.4
H -1.884 3.182 3.871 0.2 0.0 -0.2
H -2.702 3.566 2.315 -0.3 -0.5 0.1
C 3.875 -1.762 -1.974 0.3 -0.7 -0.4
C 3.186 -0.638 -1.415 0.2 -0.2 0.2
N 2.672 0.232 -0.884 -0.8 1.0 -0.4
H 4.109 -2.456 -1.167 0.0 0.0 0.0
H 4.792 -1.474 -2.486 0.0 0.2 0.1
H 3.236 -2.281 -2.686 -0.2 0.1 0.1
```
Forces are in eV/Å.

Results
energy relative to the best compared isomer or geometry (same formula, charge and spin): 1.391 eV
net charge: +1
gap between HOMO and LUMO: 9.61 eV

Mulliken atomic charge list, values in e, 4 entries: Mg 0.90; P 1.30; F -0.31; F -0.45


No. 2
ORCA calculation (ωB97M-V with the def2-TZVPD basis set) on a cluster of 2 separate species, C12H18IN4O4 in total.

XYZ file:
```
39
Properties=species:S:1:pos:R:3:forces:R:3
N -4.861 0.360 -0.240 0.0 -0.2 -0.1
C -3.777 -0.258 -1.013 -0.3 0.1 0.1
C -3.638 -1.753 -0.722 0.5 0.2 -0.2
C -2.635 -2.142 0.367 -0.5 -0.3 0.2
C -2.873 -1.549 1.759 0.3 -0.2 0.0
C -2.293 -0.158 2.001 -0.2 0.0 0.5
N -0.835 -0.232 2.274 -0.2 0.6 0.0
C -0.013 0.321 1.270 0.4 -0.3 -0.1
N -0.163 1.631 0.887 -0.8 -0.3 -0.1
N 0.922 -0.350 0.698 -1.1 0.1 0.8
I 1.368 -2.276 1.120 0.0 0.3 -0.1
H -4.590 0.597 0.704 0.0 0.1 0.0
H -5.227 1.179 -0.703 0.1 0.1 0.1
H -4.034 -0.117 -2.063 0.0 0.0 0.0
H -2.810 0.243 -0.865 0.0 0.0 -0.1
H -4.624 -2.161 -0.496 0.0 0.1 0.0
H -3.288 -2.222 -1.647 -0.1 -0.1 0.0
H -1.606 -1.974 0.037 0.0 0.2 0.0
H -2.726 -3.226 0.481 0.2 0.0 -0.1
H -2.371 -2.199 2.480 0.0 0.0 0.1
H -3.933 -1.582 2.028 -0.1 0.1 -0.2
H -2.503 0.540 1.189 0.0 -0.1 -0.1
H -2.766 0.259 2.894 0.0 0.0 0.0
H -0.641 0.224 3.158 0.2 -0.1 0.0
H -0.134 1.801 -0.112 0.6 0.1 0.1
H -0.939 2.101 1.327 0.0 0.0 0.0
H 1.530 0.209 -0.122 2.1 -0.4 -1.4
C 4.268 1.173 -0.153 -0.4 -0.1 0.2
C 3.567 0.688 -1.223 0.6 0.3 0.4
C 4.295 0.523 -2.572 -0.1 -0.1 -0.1
O 3.667 0.010 -3.515 -0.1 0.1 0.1
C 5.626 0.971 -2.648 0.1 0.1 0.0
C 6.383 1.489 -1.574 -0.2 -0.1 0.0
C 5.655 1.551 -0.195 0.1 0.0 0.0
O 6.254 1.917 0.811 0.0 0.0 -0.1
O 7.552 1.886 -1.628 0.0 0.0 0.0
O 2.325 0.345 -1.182 -1.4 0.0 0.3
H 3.777 1.290 0.813 0.0 0.0 0.0
H 6.089 0.895 -3.626 0.1 0.0 0.1
```
Forces are in eV/Å.

Results
energy relative to the best compared isomer or geometry (same formula, charge and spin): 0.000 eV
net charge: -1
gap between HOMO and LUMO: 4.12 eV

Mulliken atomic charge list, values in e, 4 entries: N -0.64; C -0.37; C -0.79; C -0.44


No. 3
ORCA calculation (ωB97M-V with the def2-TZVPD basis set) on a structure of composition C12H18IO9Ti.

XYZ file:
```
41
Properties=species:S:1:pos:R:3:forces:R:3
Ti -1.312 1.402 -2.806 0.2 -0.2 -0.8
I -1.058 2.718 -5.429 0.0 -0.3 0.8
C -2.023 4.321 1.790 -1.8 0.1 -1.0
C -1.368 3.159 1.203 1.6 -0.7 1.5
C -1.328 1.957 2.188 0.4 1.9 -0.6
O -1.700 0.847 1.383 -0.5 0.0 -0.8
C -2.199 1.318 0.174 1.0 -2.1 -1.8
O -2.642 0.592 -0.740 1.3 2.4 3.0
O -1.894 2.610 0.041 -1.7 -0.3 -0.9
H -1.330 4.715 2.534 -0.6 0.3 0.1
H -3.012 3.996 2.113 -0.1 0.8 0.6
H -2.099 4.927 0.887 -0.4 1.1 0.6
H -0.451 3.701 0.973 1.1 -1.6 -0.5
H -2.035 2.083 3.008 -0.2 -0.1 -0.1
H -0.326 2.067 2.602 0.2 -1.6 0.0
C -1.227 -2.607 0.844 0.0 -0.7 1.3
C -0.657 -2.963 -0.483 -0.7 1.7 -0.5
C -1.341 -4.080 -1.272 1.3 -1.0 1.5
O -1.877 -3.492 -2.423 -0.5 -1.1 -0.6
C -1.604 -2.193 -2.432 0.0 0.7 -0.8
O -1.871 -1.414 -3.295 -0.3 0.1 -0.2
O -0.955 -1.868 -1.354 1.4 1.6 1.2
H -2.316 -2.572 0.831 0.0 0.0 0.0
H -0.848 -1.696 1.306 0.0 0.3 -0.6
H -0.876 -3.365 1.546 -0.4 -0.4 0.2
H 0.430 -2.995 -0.402 0.0 -0.5 -0.3
H -2.096 -4.575 -0.661 -0.2 0.0 -0.3
H -0.518 -4.768 -1.467 -0.5 -0.5 -0.7
C 3.238 -0.552 1.470 1.5 -0.6 -1.5
C 3.554 0.276 0.168 1.5 -1.5 2.7
C 3.674 -0.574 -1.078 0.8 0.1 0.4
O 2.442 -0.328 -1.730 -0.8 0.2 -0.4
C 1.804 0.681 -1.105 -4.0 0.9 -1.2
O 0.662 1.127 -1.369 3.4 -1.6 0.5
O 2.517 1.143 -0.095 -0.8 1.4 -0.1
H 3.750 -0.204 2.368 -1.1 0.8 0.2
H 3.839 -1.453 1.348 -0.2 -0.5 -0.3
H 2.197 -0.874 1.478 0.0 0.4 0.6
H 4.478 0.816 0.373 -0.1 0.3 -0.3
H 3.833 -1.627 -0.843 -0.5 0.0 -0.2
H 4.549 -0.256 -1.645 -0.4 0.1 -0.6
```
Forces are in eV/Å.

Results
<S²>: 3.752
2S+1: 4
energy relative to the best compared isomer or geometry (same formula, charge and spin): 1.821 eV
gap between HOMO and LUMO (spin up / spin down): 4.32 / 6.82 eV

Mulliken atomic charge list, values in e, 4 entries: Ti 0.37; I -0.62; C -1.66; C 0.52